# 1
ORCA calculation (ωB97M-V with the def2-TZVPD basis set) on a cluster of 2 separate species, C8H12Br2N2 in total in a non-equilibrium geometry.

Element x y z (Å)
C (-0.702, -1.703, 0.003)
C (0.002, 0.320, -1.505)
C (1.389, -0.228, 0.379)
C (-1.834, 0.586, -0.031)
C (-0.413, -0.169, 1.831)
C (-1.261, -0.475, -0.848)
C (0.350, -1.174, 0.914)
C (0.500, 0.972, -0.190)
N (-0.596, 0.937, 0.715)
N (1.198, 2.191, -0.588)
Br (3.867, 1.592, -2.477)
Br (1.664, 3.185, 0.833)
H (-1.482, -2.277, 0.400)
H (-0.171, -2.234, -0.742)
H (0.708, -0.267, -1.972)
H (-0.326, 1.185, -2.134)
H (2.043, 0.089, 1.128)
H (1.973, -0.565, -0.389)
H (-2.250, 1.367, -0.667)
H (-2.563, 0.368, 0.737)
H (-1.369, -0.711, 2.178)
H (0.234, 0.057, 2.692)
H (-1.896, -0.962, -1.619)
H (0.936, -2.086, 1.350)

Cartesian forces (eV/Å) of the 2 atoms listed first:
C 1.3 3.0 -2.9
C -3.9 1.8 1.8

* total charge: 0
* HOMO-LUMO gap (spin up / spin down): 7.657 / 5.553 eV
* total energy: -5569.38769 a.u.

Löwdin atomic charge list, values in e, 6 entries: -0.115 -0.044 -0.096 -0.154 -0.052 -0.237

---

# 2
ORCA calculation (ωB97M-V with the def2-TZVPD basis set) on a cluster of 3 separate species, C33H60BBrF16N5O13S2 in total in a non-equilibrium geometry.

Element x y z (Å)
C (0.107, -0.127, 4.500)
C (1.607, -0.394, 4.462)
Br (2.367, 0.566, 5.998)
C (2.508, -0.253, 3.210)
N (2.138, 0.622, 2.024)
C (1.771, 1.982, 2.605)
C (2.850, 2.716, 3.387)
C (2.277, 3.822, 4.293)
F (3.315, 4.196, 5.103)
F (1.289, 3.368, 5.096)
C (1.836, 5.178, 3.595)
F (2.513, 5.296, 2.465)
F (2.177, 6.180, 4.383)
S (-0.035, 5.443, 3.237)
F (0.203, 5.444, 1.659)
F (-0.250, 3.856, 3.150)
F (-0.279, 5.398, 4.800)
F (0.155, 7.008, 3.266)
F (-1.579, 5.623, 2.997)
C (3.339, 0.798, 1.042)
S (4.213, -0.766, 0.538)
O (3.546, -1.886, 1.130)
O (4.430, -0.751, -0.869)
C (6.000, -0.826, 1.213)
F (6.707, -0.099, 0.384)
F (6.297, -2.104, 1.040)
C (6.424, -0.444, 2.657)
F (7.767, -0.392, 2.608)
F (5.969, 0.796, 2.943)
C (6.055, -1.461, 3.810)
F (5.536, -0.795, 4.820)
F (5.156, -2.343, 3.398)
F (7.114, -2.088, 4.213)
C (3.037, 1.810, -0.127)
O (3.214, 3.115, 0.465)
N (3.524, 4.048, -0.603)
O (3.764, 5.093, -0.175)
B (4.132, 1.835, -1.403)
O (3.542, 1.820, -2.638)
N (5.539, 1.917, -1.208)
C (6.311, 2.121, -2.447)
C (6.073, 2.796, -0.155)
N (1.666, 1.634, -0.560)
C (0.825, 2.792, -0.812)
C (0.479, 3.030, -2.310)
C (-0.107, 1.771, -2.906)
N (-1.394, 1.468, -2.444)
O (0.494, 1.030, -3.646)
C (1.036, 0.351, -0.311)
C (1.540, -0.769, -1.245)
C (0.925, 0.033, 1.200)
C (0.677, -1.446, 1.418)
O (-0.177, 0.774, 1.707)
H (-0.286, -0.622, 5.392)
H (-0.429, -0.510, 3.640)
H (-0.131, 0.932, 4.617)
H (1.761, -1.426, 4.790)
H (3.478, 0.111, 3.545)
H (2.715, -1.242, 2.831)
H (0.939, 1.807, 3.271)
H (1.366, 2.607, 1.815)
H (3.609, 3.192, 2.772)
H (3.390, 2.079, 4.092)
H (4.098, 1.343, 1.610)
H (3.744, 1.076, -3.218)
H (6.216, 1.260, -3.107)
H (5.973, 3.012, -2.988)
H (7.360, 2.270, -2.189)
H (7.121, 2.566, 0.032)
H (6.011, 3.852, -0.439)
H (5.536, 2.681, 0.787)
H (1.277, 3.706, -0.429)
H (-0.117, 2.714, -0.252)
H (-0.283, 3.815, -2.346)
H (1.362, 3.322, -2.875)
H (-1.975, 1.081, -3.185)
H (-1.860, 2.286, -2.071)
H (-0.005, 0.495, -0.602)
H (2.118, -1.556, -0.777)
H (2.147, -0.329, -2.034)
H (0.687, -1.237, -1.744)
H (0.711, -1.750, 2.461)
H (-0.338, -1.655, 1.057)
H (1.341, -2.095, 0.865)
H (-0.975, 0.406, 1.308)
C (-8.019, -0.741, -3.437)
O (-7.033, -0.511, -4.417)
C (-6.188, 0.576, -4.105)
C (-4.858, 0.445, -4.809)
O (-3.974, -0.493, -4.213)
C (-4.271, -1.870, -4.387)
C (-3.967, -2.401, -5.765)
O (-4.959, -1.996, -6.686)
C (-4.491, -1.955, -8.016)
H (-8.708, 0.106, -3.350)
H (-8.580, -1.621, -3.743)
H (-7.565, -0.931, -2.456)
H (-6.018, 0.628, -3.021)
H (-6.664, 1.513, -4.428)
H (-4.349, 1.408, -4.722)
H (-5.003, 0.237, -5.871)
H (-5.302, -2.089, -4.101)
H (-3.611, -2.384, -3.683)
H (-3.943, -3.499, -5.716)
H (-2.980, -2.044, -6.082)
H (-3.639, -1.272, -8.116)
H (-5.308, -1.592, -8.635)
H (-4.193, -2.948, -8.370)
C (-6.864, -4.351, -0.220)
O (-5.486, -4.614, -0.078)
C (-4.692, -3.881, -0.988)
C (-3.292, -3.725, -0.446)
O (-3.171, -2.748, 0.583)
C (-3.736, -3.091, 1.843)
C (-2.953, -4.111, 2.639)
O (-3.144, -5.409, 2.124)
C (-2.077, -6.284, 2.414)
H (-7.235, -4.664, -1.203)
H (-7.385, -4.919, 0.548)
H (-7.081, -3.285, -0.083)
H (-5.132, -2.891, -1.167)
H (-4.653, -4.420, -1.945)
H (-2.653, -3.369, -1.257)
H (-2.912, -4.693, -0.113)
H (-4.772, -3.418, 1.734)
H (-3.737, -2.158, 2.415)
H (-3.300, -4.079, 3.682)
H (-1.889, -3.851, 2.619)
H (-1.130, -5.900, 2.013)
H (-2.299, -7.236, 1.939)
H (-1.967, -6.443, 3.493)

Cartesian forces (eV/Å) of the 2 atoms listed first:
C -0.3 0.0 0.3
C -0.1 -0.1 0.3

* total charge: +1
* HOMO-LUMO gap: 7.761 eV
* total energy: -7537.91511 a.u.

Löwdin atomic charge list, values in e, 6 entries: -0.135 -0.627 0.841 -0.156 -0.013 -0.084